Record 1
{
  "formula": "C62H68BBrF5N9O5",
  "method": "ωB97M-V/def2-TZVPD",
  "elements": ["C", "C", "O", "B", "O", "C", "C", "C", "C", "C", "O", "C", "C", "O", "N", "C", "C", "F", "F", "C", "C", "C", "C", "C", "C", "F", "F", "F", "C", "C", "Br", "C", "C", "C", "O", "H", "H", "H", "H", "H", "H", "H", "H", "H", "H", "H", "H", "H", "H", "H", "H", "H", "H", "H", "H", "H", "H", "H", "H", "H", "H", "H", "H", "N", "C", "C", "C", "C", "C", "H", "H", "H", "H", "H", "N", "C", "C", "C", "C", "C", "H", "H", "H", "H", "H", "N", "C", "C", "C", "C", "C", "H", "H", "H", "H", "H", "N", "C", "C", "C", "C", "C", "H", "H", "H", "H", "H", "N", "C", "C", "C", "C", "C", "H", "H", "H", "H", "H", "N", "C", "C", "C", "C", "C", "H", "H", "H", "H", "H", "N", "C", "C", "C", "C", "C", "H", "H", "H", "H", "H", "N", "C", "C", "C", "C", "C", "H", "H", "H", "H", "H"],
  "xyz": [[-0.61282, 1.39039, 2.99620], [-1.27088, 0.17832, 2.36396], [-2.07617, -0.61975, 3.26832], [-1.41447, -1.78499, 3.59383], [-0.41349, -1.77760, 4.55652], [-1.78525, -3.16939, 2.85352], [-0.53181, -3.87773, 2.28746], [0.55292, -2.95928, 1.71799], [1.71680, -3.79848, 1.16953], [2.55828, -4.49870, 2.25561], [2.38871, -3.92086, 3.54882], [2.24190, -4.85921, 4.58738], [-2.61102, -2.68863, 1.66484], [-2.25880, -2.50341, 0.53029], [-3.96668, -2.51305, 2.06424], [-4.18697, -3.37972, 3.23148], [-5.48349, -4.17593, 2.99134], [-6.41580, -3.23833, 2.58414], [-5.95848, -4.65478, 4.16031], [-5.45567, -5.26788, 1.94368], [-5.94536, -6.53062, 2.26338], [-5.90003, -7.55457, 1.33435], [-5.36470, -7.34302, 0.07184], [-4.88224, -6.08424, -0.25036], [-4.24916, -5.80093, -1.58555], [-4.52063, -4.56131, -2.02423], [-4.63138, -6.66680, -2.53136], [-2.89754, -5.87779, -1.49521], [-4.93608, -5.05614, 0.67682], [-2.84480, -4.05723, 3.63881], [-2.59647, -5.94086, 3.15550], [-2.47443, -3.91560, 5.13324], [-2.89537, -5.07704, 6.05108], [-3.69455, -4.70620, 7.26279], [-4.23245, -5.41203, 6.03290], [0.38976, 1.14089, 3.33927], [-1.18067, 1.84007, 3.80730], [-0.47723, 2.12589, 2.19889], [-1.94547, 0.49444, 1.56629], [-0.50281, -0.44684, 1.89981], [0.42931, -1.44330, 4.22349], [-0.84829, -4.53741, 1.48137], [-0.07508, -4.45782, 3.08955], [0.18640, -2.36055, 0.88500], [0.99995, -2.29793, 2.46105], [2.36740, -3.15288, 0.58090], [1.31682, -4.56789, 0.50342], [3.61590, -4.39658, 1.99165], [2.32738, -5.56634, 2.30038], [2.43431, -4.34203, 5.52668], [1.22269, -5.26775, 4.64072], [2.92586, -5.70679, 4.47974], [-4.17020, -1.55503, 2.31905], [-4.42912, -2.72941, 4.08029], [-6.34279, -6.74177, 3.24592], [-6.26106, -8.54546, 1.57656], [-5.31131, -8.13376, -0.66463], [-4.56654, -4.07698, 0.40437], [-2.92308, -3.02208, 5.56639], [-1.38856, -3.91400, 5.23075], [-2.16923, -5.87376, 6.18389], [-4.23518, -3.77068, 7.28792], [-3.85866, -5.48165, 7.99809], [3.73219, -1.50444, 1.90298], [4.73334, -2.19395, 2.45040], [6.06910, -1.84584, 2.31331], [6.38582, -0.71744, 1.57223], [5.35667, 0.01345, 1.00395], [4.05300, -0.42424, 1.19421], [4.44034, -3.06625, 3.02607], [6.84006, -2.44473, 2.77954], [7.41710, -0.41253, 1.44348], [5.55292, 0.90058, 0.41711], [3.21944, 0.12015, 0.76153], [0.23395, 4.19267, 0.64801], [1.43851, 4.68909, 0.37103], [1.96406, 4.73594, -0.91131], [1.19801, 4.23528, -1.95535], [-0.06087, 3.72752, -1.67822], [-0.49291, 3.73325, -0.36418], [2.01036, 5.05251, 1.21861], [2.95148, 5.14033, -1.08947], [1.58067, 4.24433, -2.96954], [-0.69269, 3.32574, -2.45880], [-1.46880, 3.33772, -0.10286], [4.68767, 7.65390, -1.33879], [3.65187, 7.78665, -2.16601], [3.17109, 9.00780, -2.60790], [3.79703, 10.16335, -2.17146], [4.87422, 10.04494, -1.30599], [5.27784, 8.77413, -0.92322], [3.18388, 6.86575, -2.49292], [2.32822, 9.03999, -3.28508], [3.45433, 11.13635, -2.49929], [5.39452, 10.91763, -0.93549], [6.11845, 8.64200, -0.25076], [2.56913, 7.26828, -5.65803], [3.77066, 7.74226, -5.98691], [4.28957, 7.69580, -7.27147], [3.52029, 7.12448, -8.27309], [2.26848, 6.62676, -7.94996], [1.84198, 6.72701, -6.63385], [4.34194, 8.17602, -5.17271], [5.27221, 8.09674, -7.47858], [3.89071, 7.06581, -9.28837], [1.63698, 6.16632, -8.69810], [0.86867, 6.35086, -6.33599], [0.99969, 2.89049, -8.48524], [1.09204, 3.25350, -7.20698], [0.49515, 2.55908, -6.16550], [-0.24254, 1.42565, -6.46575], [-0.35033, 1.03490, -7.79078], [0.28836, 1.79774, -8.75769], [1.67765, 4.14331, -7.01634], [0.60625, 2.90075, -5.14433], [-0.72435, 0.85781, -5.67992], [-0.91685, 0.15767, -8.07184], [0.22944, 1.52308, -9.80518], [2.53194, 1.30225, 4.13967], [3.43309, 0.49719, 4.69482], [4.79878, 0.64077, 4.51554], [5.24954, 1.67089, 3.70914], [4.32407, 2.52857, 3.13444], [2.97994, 2.30149, 3.38069], [3.03695, -0.30951, 5.30297], [5.48796, -0.04905, 4.98268], [6.30911, 1.80413, 3.53240], [4.63444, 3.34639, 2.49757], [2.21692, 2.93823, 2.94225], [0.36961, 0.24686, -1.70465], [1.08292, 0.47065, -2.80696], [1.20574, -0.44339, -3.84170], [0.55398, -1.66187, -3.72503], [-0.19106, -1.91267, -2.58361], [-0.25238, -0.92892, -1.60686], [1.57922, 1.43504, -2.85751], [1.79673, -0.20329, -4.71547], [0.62465, -2.40266, -4.51152], [-0.71754, -2.84777, -2.44834], [-0.83044, -1.08820, -0.70180], [-7.96963, -0.73190, -0.95317], [-7.04826, -1.43747, -0.29738], [-5.68593, -1.18255, -0.37235], [-5.25822, -0.13847, -1.17697], [-6.20269, 0.60546, -1.86653], [-7.53981, 0.26880, -1.71917], [-7.42296, -2.24689, 0.31899], [-4.97925, -1.78308, 0.18165], [-4.20253, 0.08980, -1.26441], [-5.91266, 1.42862, -2.50582], [-8.31024, 0.82739, -2.24027]],
  "atomic_forces_ev_per_a": [[0.38, -0.16, -0.40], [-0.30, 0.63, -0.16], [0.27, -0.45, -0.20], [0.33, 0.13, 0.86], [-0.03, -0.24, -0.64], [-0.71, -0.33, -1.60], [0.21, 0.59, 0.69], [0.50, -0.34, -0.26], [-0.10, 0.00, 0.16], [-0.10, 0.00, -0.08], [-0.04, 0.00, -0.12], [-0.15, -0.08, 0.14], [-0.57, 0.03, 0.19], [0.21, 0.26, 0.03], [0.58, -0.90, 0.59], [-0.49, 0.50, 0.64], [-0.05, -0.01, -0.59], [0.07, 0.07, 0.09], [0.10, -0.04, 0.07], [-0.11, -0.47, 0.16], [-0.05, -0.11, 0.07], [0.09, -0.19, -0.31], [0.16, 0.15, -0.13], [-0.17, 0.07, 0.07], [0.26, 0.13, 0.37], [-0.09, -0.08, -0.06], [-0.02, -0.06, -0.11], [-0.10, -0.08, -0.10], [0.04, 0.45, -0.06], [1.36, 0.99, 0.07], [-0.25, -0.02, -0.07], [-0.35, -1.77, 0.57], [0.04, 1.41, 0.62], [-1.41, -1.84, -2.08], [0.10, 0.07, 0.29], [-0.12, 0.05, 0.35], [-0.17, -0.10, -0.04], [-0.04, 0.15, 0.13], [-0.06, -0.11, 0.01], [-0.02, -0.02, -0.09], [0.02, 0.16, 0.33], [-0.03, -0.18, 0.11], [-0.05, -0.20, -0.07], [-0.19, 0.02, 0.11], [-0.18, 0.06, 0.01], [-0.08, -0.02, 0.02], [0.03, 0.02, -0.08], [-0.11, -0.31, -0.10], [-0.09, 0.01, 0.03], [0.09, -0.03, -0.01], [0.01, 0.04, -0.13], [0.12, 0.08, 0.06], [0.03, 0.14, -0.40], [-0.19, -0.18, 0.04], [0.03, 0.15, 0.04], [-0.08, 0.07, 0.13], [-0.06, -0.06, 0.08], [-0.02, -0.03, -0.03], [0.24, 0.32, -0.30], [0.02, 0.51, -0.16], [-0.10, -0.16, -0.21], [0.52, 0.29, 0.58], [0.56, 0.65, 0.79], [0.16, 0.09, 0.06], [0.10, 0.03, 0.09], [-0.01, 0.06, -0.04], [0.02, -0.04, -0.03], [0.00, -0.14, -0.09], [-0.10, 0.03, -0.01], [0.13, 0.25, 0.10], [-0.01, -0.02, 0.00], [0.00, 0.00, 0.00], [-0.01, 0.01, 0.01], [0.01, 0.03, -0.02], [0.06, 0.08, 0.15], [-0.03, -0.10, -0.06], [0.03, -0.09, -0.08], [-0.01, 0.05, 0.02], [0.12, 0.05, -0.15], [-0.10, -0.08, 0.13], [0.01, 0.05, -0.03], [0.02, 0.01, 0.09], [0.00, 0.04, 0.00], [0.00, -0.02, 0.01], [-0.01, -0.02, -0.04], [-0.05, 0.06, 0.00], [0.08, -0.11, 0.06], [-0.10, 0.10, -0.10], [0.05, -0.03, 0.05], [-0.01, -0.01, -0.04], [0.02, -0.06, 0.01], [-0.04, 0.05, -0.09], [0.02, -0.03, -0.02], [-0.01, 0.00, 0.01], [0.01, -0.01, 0.01], [0.00, 0.04, 0.01], [0.05, 0.03, -0.05], [-0.02, -0.01, 0.12], [-0.04, -0.02, -0.04], [0.03, 0.00, -0.01], [0.00, 0.04, -0.01], [-0.04, 0.03, 0.11], [0.03, 0.01, -0.03], [0.00, 0.00, 0.02], [0.00, 0.00, 0.00], [-0.01, -0.02, 0.02], [-0.02, 0.00, -0.07], [-0.05, -0.03, 0.03], [0.03, -0.05, -0.06], [-0.01, 0.00, -0.01], [-0.07, -0.03, 0.02], [0.02, 0.02, 0.02], [0.04, 0.05, -0.04], [0.03, -0.02, 0.08], [0.00, 0.00, 0.00], [0.01, 0.00, 0.00], [0.00, 0.00, -0.01], [-0.02, -0.03, 0.01], [0.10, -0.04, 0.05], [-0.09, -0.02, -0.03], [0.06, 0.00, -0.01], [0.04, 0.13, 0.09], [0.02, -0.02, 0.04], [-0.10, -0.02, -0.03], [0.04, -0.01, 0.02], [0.00, -0.01, 0.01], [0.00, 0.01, 0.00], [-0.01, 0.01, 0.01], [0.02, 0.00, -0.02], [0.00, -0.03, -0.03], [-0.01, 0.05, 0.07], [0.02, -0.03, -0.01], [-0.02, -0.02, 0.01], [0.02, -0.01, -0.05], [-0.03, 0.12, 0.16], [0.02, -0.01, -0.03], [0.01, 0.01, 0.00], [0.01, 0.00, 0.00], [-0.03, 0.01, 0.04], [0.00, -0.05, -0.11], [0.06, 0.01, 0.00], [-0.08, 0.01, -0.01], [0.00, 0.07, -0.13], [0.03, 0.02, -0.01], [0.02, -0.01, 0.02], [-0.06, -0.03, 0.01], [0.04, -0.01, 0.02], [-0.09, -0.02, -0.08], [0.01, -0.02, 0.00], [-0.02, 0.00, 0.00], [0.03, 0.02, -0.02]],
  "total_energy_ev": -173351.5359,
  "mol_weight_g_mol": 1205.0,
  "smiles": "CCOB(O)[C@]1(CCCCOC)C(=O)N[C@@H](C(F)(F)c2cccc(C(F)(F)F)c2)[C@]1(Br)C[C@H]1CO1.c1ccncc1.c1ccncc1.c1ccncc1.c1ccncc1.c1ccncc1.c1ccncc1.c1ccncc1.c1ccncc1",
  "spin_multiplicity": 1
}

Record 2
{
  "formula": "C14H30O5PS",
  "method": "ωB97M-V/def2-TZVPD",
  "elements": ["C", "C", "C", "C", "C", "S", "O", "C", "C", "C", "H", "H", "H", "H", "H", "H", "H", "H", "H", "H", "H", "H", "H", "H", "H", "O", "P", "O", "C", "C", "O", "C", "C", "O", "C", "C", "H", "H", "H", "H", "H", "H", "H", "H", "H", "H", "H", "H", "H", "H", "H"],
  "xyz": [[2.87192, 2.10789, -1.42376], [1.75536, 1.92113, -1.03092], [0.48042, 1.32624, -0.59960], [-0.55380, 2.44109, -0.34232], [-0.25167, 3.31172, 0.90385], [0.70193, 4.79325, 0.52706], [2.23990, 4.45413, 0.71535], [3.07237, 5.64588, 0.85941], [2.80515, 6.73973, -0.16753], [2.73989, 6.24130, -1.63918], [3.89308, 2.25985, -1.69457], [0.05810, 0.69943, -1.39063], [0.60585, 0.67754, 0.26986], [-0.62302, 3.05732, -1.24225], [-1.52668, 1.96531, -0.19270], [0.18873, 2.74253, 1.72419], [-1.22192, 3.67820, 1.25508], [0.52065, 4.91646, -0.81778], [2.89766, 6.06087, 1.85851], [4.12643, 5.37239, 0.84387], [3.61367, 7.47150, -0.10516], [1.89923, 7.29478, 0.09423], [1.74315, 6.47606, -2.03026], [3.44050, 6.79250, -2.26257], [2.89304, 5.16342, -1.73225], [-3.17672, -4.12659, 0.47412], [-1.71457, -4.04274, 0.23025], [-1.52877, -4.28466, -1.36486], [-2.01729, -3.31478, -2.28517], [-1.25913, -1.99713, -2.19751], [-1.18728, -5.46165, 0.82112], [-2.04044, -6.30477, 1.60324], [-2.80336, -7.28516, 0.73458], [-0.17154, -3.43528, 0.39171], [0.05672, -2.31440, 1.24424], [-0.38935, -2.55970, 2.67359], [-3.08515, -3.13902, -2.12655], [-1.89799, -3.75643, -3.27340], [-1.51566, -1.46753, -1.27205], [-1.51752, -1.34497, -3.03361], [-0.18259, -2.16924, -2.19652], [-2.71540, -5.70384, 2.21179], [-1.39551, -6.84975, 2.29377], [-3.23457, -6.80268, -0.14182], [-3.60522, -7.75787, 1.30285], [-2.13629, -8.06653, 0.36757], [-0.45795, -1.44036, 0.82481], [1.12795, -2.11027, 1.22292], [-1.47122, -2.72005, 2.73227], [-0.14391, -1.70553, 3.30622], [0.09283, -3.44961, 3.07649]],
  "atomic_forces_ev_per_a": [[0.25, 0.30, 0.13], [0.04, -1.24, -0.01], [-0.45, 0.99, -0.35], [0.25, -0.71, 0.46], [-0.65, -0.65, -1.22], [-0.24, 0.82, 0.99], [-0.07, -0.47, -0.53], [0.38, 1.69, 0.72], [0.05, -0.28, -0.61], [-0.59, 0.35, 0.39], [-0.14, 0.10, -0.10], [0.30, -0.01, -0.05], [0.12, 0.17, 0.05], [-0.15, 0.01, 0.11], [0.01, 0.20, 0.07], [0.37, 0.30, -0.06], [0.32, 0.48, 0.15], [0.18, -0.55, 0.09], [-0.10, -0.21, -0.04], [-0.30, -0.80, -0.27], [-0.02, -0.12, 0.34], [0.03, -0.08, -0.01], [0.14, -0.13, -0.17], [0.07, -0.26, -0.03], [0.18, 0.11, -0.05], [0.40, 3.15, 0.96], [1.75, -6.16, -2.21], [-0.12, 0.50, 0.36], [-0.08, 0.17, -0.19], [0.03, 0.01, 0.13], [0.11, 0.61, 0.29], [-0.30, -0.25, -0.04], [0.11, -0.16, -0.15], [-2.01, 1.94, 0.77], [0.07, 0.23, 0.31], [-0.14, -0.14, -0.01], [0.00, -0.11, 0.05], [0.05, -0.03, 0.04], [-0.01, 0.00, -0.02], [-0.04, -0.05, -0.01], [0.00, -0.03, -0.06], [-0.05, 0.08, -0.14], [0.16, 0.09, -0.09], [-0.09, 0.16, 0.13], [0.02, 0.00, 0.01], [0.00, -0.01, 0.03], [0.06, 0.05, 0.06], [0.01, -0.12, -0.16], [0.03, 0.05, -0.02], [0.01, -0.01, -0.01], [0.07, 0.03, 0.00]],
  "total_charge": 1,
  "total_energy_ev": -45356.6869,
  "mol_weight_g_mol": 341.4,
  "spin_multiplicity": 1,
  "de_lowest_ev": 0.000
}